Record 1
{
  "formula": "C34H53CdN2O2P2",
  "method": "ωB97M-V/def2-TZVPD",
  "total_energy_ev": -66328.3050,
  "relative_energy_ev": 1.522,
  "mol_weight_g_mol": 696.2,
  "total_charge": 1,
  "homo_lumo_gap_ev": 5.9,
  "e_homo_ha": -0.309,
  "species": ["C", "C", "C", "C", "C", "H", "H", "H", "N", "P", "P", "C", "H", "H", "C", "H", "C", "C", "C", "C", "C", "H", "H", "H", "C", "H", "H", "H", "C", "H", "H", "H", "C", "H", "H", "H", "C", "H", "H", "H", "C", "H", "H", "H", "C", "H", "H", "H", "C", "H", "H", "H", "C", "H", "H", "H", "C", "H", "H", "H", "C", "H", "H", "H", "C", "H", "H", "H", "Cd", "C", "O", "N", "C", "C", "C", "C", "C", "H", "C", "H", "C", "H", "H", "H", "C", "C", "C", "O", "H", "H", "H", "H", "H", "H"],
  "coordinates": [[1.840, -1.764, -1.853], [1.953, 0.448, -2.724], [2.691, -2.220, -2.844], [2.705, -0.051, -3.827], [3.116, -1.377, -3.862], [3.022, -3.247, -2.782], [2.964, 0.692, -4.567], [3.801, -1.735, -4.626], [1.471, -0.473, -1.810], [-0.306, -2.517, 0.001], [1.084, 2.444, -0.901], [1.343, -2.780, -0.805], [1.255, -3.759, -1.315], [2.102, -2.867, 0.003], [1.761, 1.843, -2.486], [1.852, 2.432, -3.408], [-0.430, 3.779, -0.913], [2.810, 3.201, -0.514], [-1.453, -3.434, -1.249], [-0.194, -3.574, 1.639], [-1.724, 3.334, -0.203], [-1.562, 3.044, 0.843], [-2.402, 4.205, -0.197], [-2.243, 2.526, -0.728], [0.014, 5.038, -0.155], [0.167, 4.812, 0.910], [0.920, 5.503, -0.557], [-0.796, 5.785, -0.194], [-0.757, 4.041, -2.385], [-1.608, 4.735, -2.474], [0.083, 4.496, -2.922], [-1.038, 3.116, -2.909], [2.883, 3.726, 0.918], [2.691, 2.930, 1.643], [3.897, 4.110, 1.093], [2.180, 4.536, 1.116], [3.911, 2.124, -0.667], [3.669, 1.231, -0.078], [4.048, 1.812, -1.709], [4.873, 2.523, -0.304], [3.016, 4.300, -1.578], [2.467, 4.099, -2.511], [2.703, 5.292, -1.228], [4.079, 4.343, -1.867], [-1.590, -3.551, 2.286], [-1.538, -3.999, 3.292], [-1.976, -2.525, 2.397], [-2.323, -4.132, 1.712], [0.799, -2.877, 2.587], [1.811, -2.815, 2.163], [0.471, -1.864, 2.867], [0.875, -3.472, 3.516], [0.290, -5.013, 1.460], [0.475, -5.431, 2.461], [-0.450, -5.660, 0.986], [1.228, -5.077, 0.899], [-1.114, -2.956, -2.674], [-2.046, -2.956, -3.273], [-0.722, -1.934, -2.725], [-0.391, -3.617, -3.175], [-2.877, -2.998, -0.892], [-2.959, -1.913, -0.826], [-3.560, -3.340, -1.676], [-3.223, -3.423, 0.050], [-1.347, -4.966, -1.266], [-0.314, -5.323, -1.375], [-1.810, -5.443, -0.396], [-1.904, -5.328, -2.144], [-0.049, 0.191, -0.017], [2.402, -0.014, 1.456], [3.342, -0.477, 1.906], [-2.151, 0.080, -1.413], [-2.793, 0.162, -2.425], [-2.972, 0.597, -3.800], [-4.239, 0.702, -4.409], [-1.793, 0.973, -4.506], [-4.321, 0.909, -5.794], [-5.124, 0.630, -3.764], [-1.880, 1.210, -5.893], [-0.831, 1.088, -3.967], [-3.135, 1.128, -6.526], [-5.266, 0.865, -6.327], [-0.949, 1.414, -6.427], [-3.174, 1.233, -7.621], [-1.989, 0.240, 4.279], [-0.750, 0.557, 3.501], [0.528, 0.683, 4.282], [-0.774, 0.709, 2.253], [-1.922, 0.640, 5.297], [-2.115, -0.849, 4.383], [-2.869, 0.654, 3.776], [1.030, -0.299, 4.352], [1.208, 1.401, 3.797], [0.304, 1.011, 5.307]],
  "forces_ev_per_a": [[0.21, 0.24, -0.55], [-0.84, 0.50, 1.11], [-0.21, -1.01, 0.82], [0.17, -0.54, -0.03], [-0.23, 1.66, -0.02], [0.03, -0.12, -0.20], [0.31, -0.17, -0.25], [-0.25, 0.06, -0.02], [-0.34, -0.48, 0.82], [0.46, -0.91, 0.01], [0.19, -0.55, -0.98], [0.22, -0.19, -0.05], [0.39, 0.39, 0.34], [-0.36, -0.02, -0.46], [-2.07, -1.43, -0.94], [0.13, 0.14, 0.69], [0.89, -0.04, -0.25], [-0.54, 0.38, 0.51], [0.06, 0.39, 0.39], [-0.13, 0.66, -0.39], [0.23, -0.34, -0.07], [0.04, -0.02, -0.20], [0.20, -0.30, -0.03], [0.14, 0.03, 0.11], [-0.03, 0.29, -0.07], [-0.01, 0.06, -0.31], [-0.32, -0.14, 0.12], [0.22, -0.18, -0.08], [-0.06, 0.27, -0.15], [0.16, -0.12, 0.12], [-0.06, -0.12, 0.08], [0.14, 0.22, 0.20], [0.34, 0.42, 0.02], [0.05, -0.04, -0.03], [-0.20, -0.03, 0.14], [0.15, -0.10, -0.04], [-0.21, -0.11, -0.13], [0.17, 0.19, -0.20], [-0.09, 0.13, 0.36], [-0.38, 0.02, 0.01], [0.25, 0.33, -0.15], [0.29, 0.09, 0.45], [0.27, -0.27, 0.00], [-0.28, 0.13, 0.20], [-0.06, -0.06, 0.10], [0.03, 0.10, -0.27], [0.12, -0.24, -0.08], [0.24, 0.14, 0.17], [0.04, 0.11, 0.08], [-0.26, -0.02, 0.11], [0.06, -0.25, -0.20], [-0.06, 0.24, -0.34], [-0.02, -0.22, 0.05], [0.01, 0.08, -0.20], [0.20, 0.17, 0.08], [-0.12, 0.02, 0.07], [-0.11, 0.36, -0.37], [0.44, -0.15, 0.21], [-0.02, -0.10, 0.07], [-0.15, 0.23, 0.22], [-0.24, -0.09, -0.08], [-0.03, -0.27, 0.03], [-0.02, -0.01, 0.06], [0.03, -0.02, -0.04], [-0.14, -0.08, -0.02], [-0.25, 0.10, 0.07], [0.11, 0.16, -0.11], [0.14, 0.15, 0.17], [0.59, 0.17, -0.74], [1.68, -1.16, 0.97], [-1.63, 0.89, -0.78], [-3.22, 0.18, -4.03], [4.03, 1.16, 3.60], [-0.29, 0.44, -0.55], [0.22, -0.32, -0.09], [-0.24, -0.31, -0.22], [0.94, 0.11, 0.24], [0.28, -0.30, -0.53], [-0.50, -0.21, 1.02], [-0.60, -0.39, -0.39], [0.23, -0.15, 0.01], [0.08, 0.17, 0.27], [-0.50, 0.04, 0.00], [-0.10, 0.01, 0.62], [-0.35, 0.18, 0.10], [0.18, 0.19, -2.12], [0.20, 0.27, 0.12], [-0.09, -0.47, 2.47], [-0.04, -0.07, -0.25], [0.12, 0.20, -0.17], [0.15, -0.20, 0.04], [-0.20, 0.31, -0.07], [-0.23, -0.35, 0.14], [0.21, -0.11, -0.35]]
}


Record 2
{
  "formula": "C14H32Cs3N4O12S2",
  "method": "ωB97M-V/def2-TZVPD",
  "total_energy_ev": -68867.8770,
  "s_squared": 0.755,
  "mol_weight_g_mol": 911.3,
  "total_charge": 2,
  "homo_lumo_gap_ev": [7.3, 2.3],
  "multiplicity": 2,
  "e_homo_ha": [-0.473, -0.473],
  "species": ["Cs", "Cs", "Cs", "S", "O", "O", "O", "O", "C", "C", "O", "N", "C", "H", "H", "H", "H", "H", "H", "H", "C", "C", "O", "N", "C", "H", "H", "H", "H", "H", "H", "H", "C", "C", "O", "N", "C", "H", "H", "H", "H", "H", "H", "H", "C", "C", "O", "N", "C", "H", "H", "H", "H", "H", "H", "H", "C", "C", "O", "S", "O", "O", "O", "H", "H", "H", "H"],
  "coordinates": [[4.594, -3.117, 10.275], [2.072, -6.871, 10.174], [0.705, -6.566, 14.440], [2.176, -4.080, 12.463], [0.935, -3.608, 13.076], [1.805, -4.166, 11.034], [3.214, -3.040, 12.655], [2.672, -5.378, 12.916], [7.435, -7.193, 12.113], [6.124, -6.412, 12.066], [5.962, -5.660, 11.064], [5.255, -6.475, 13.115], [5.368, -7.376, 14.300], [8.135, -7.118, 11.281], [7.311, -8.265, 12.271], [7.908, -6.999, 13.076], [4.424, -5.906, 13.037], [6.161, -8.113, 14.176], [4.473, -7.882, 14.662], [5.675, -6.788, 15.164], [5.630, -3.740, 15.429], [6.086, -2.360, 14.906], [7.184, -1.950, 15.317], [5.240, -1.749, 14.039], [5.486, -0.489, 13.352], [6.308, -4.537, 15.125], [4.645, -3.986, 15.030], [5.536, -3.855, 16.509], [4.542, -2.393, 13.695], [5.033, 0.270, 13.989], [5.161, -0.558, 12.314], [6.506, -0.121, 13.246], [2.006, -3.982, 16.905], [0.494, -4.091, 16.916], [-0.193, -4.477, 17.887], [-0.035, -3.758, 15.708], [-1.473, -3.568, 15.530], [2.344, -3.316, 17.698], [2.374, -3.571, 15.965], [2.221, -5.030, 17.117], [0.486, -3.430, 14.906], [-1.937, -4.543, 15.380], [-1.346, -3.015, 14.599], [-2.006, -2.891, 16.197], [-1.245, -0.879, 6.939], [-0.682, -1.953, 7.863], [-1.432, -2.918, 8.016], [0.527, -1.925, 8.401], [1.484, -0.918, 8.157], [-2.321, -0.726, 7.029], [-1.066, -1.310, 5.954], [-0.719, 0.036, 7.209], [0.686, -2.611, 9.125], [1.551, -0.656, 7.102], [2.401, -1.486, 8.312], [1.590, -0.126, 8.899], [1.142, -0.499, 11.835], [1.667, -0.319, 13.310], [0.688, 0.538, 13.865], [0.266, 1.718, 12.752], [1.313, 2.719, 12.724], [-1.084, 2.205, 12.925], [0.419, 0.699, 11.519], [0.446, -1.329, 11.716], [1.932, -0.679, 11.105], [2.635, 0.175, 13.399], [1.876, -1.114, 14.027]],
  "forces_ev_per_a": [[0.41, 0.03, -0.75], [-0.03, -0.08, -0.25], [-0.71, -0.17, 0.55], [-2.55, 2.98, -1.57], [0.21, -0.92, 1.65], [1.40, -0.55, -1.06], [0.99, -0.06, 0.57], [0.53, -1.20, 0.61], [-0.39, -0.92, 1.29], [1.17, 0.48, -1.51], [-0.88, -0.74, 1.77], [0.58, -1.12, -0.02], [0.90, 0.87, 0.01], [-0.48, 0.68, 0.05], [-0.61, -0.26, -0.39], [0.46, 0.64, -0.10], [-0.29, 0.10, -0.08], [-0.27, 0.01, -0.26], [-0.32, 0.05, -0.85], [0.13, 0.17, 0.09], [0.05, -0.62, 0.18], [-2.86, -0.27, -1.45], [0.40, 0.45, 0.17], [3.38, -1.18, 1.73], [0.25, 0.83, 0.20], [0.28, 0.32, -0.25], [-0.02, 0.39, -0.32], [0.28, 0.72, 0.10], [-1.12, -0.14, -0.46], [-0.56, 0.27, -0.72], [-0.70, 0.20, 0.39], [0.45, -0.86, 0.46], [-0.71, -0.22, 0.62], [-1.35, 0.42, 0.98], [1.73, 0.72, -2.24], [-0.88, -0.11, 1.66], [1.01, 0.32, -1.50], [-0.03, -0.36, 0.22], [0.06, -0.43, -0.16], [1.18, 0.09, 0.00], [0.59, 0.01, 0.32], [-0.55, 0.31, 0.13], [-1.46, -0.18, -0.48], [0.36, -0.50, 0.50], [1.39, 0.07, 0.84], [-4.21, -1.28, -1.08], [0.77, -0.24, 0.73], [-0.16, 0.20, 0.66], [2.27, -0.76, 0.20], [0.22, -0.39, 0.42], [0.23, 0.72, -0.30], [-0.12, 0.39, -0.97], [-0.01, -0.08, -0.11], [-0.36, 0.57, 0.30], [0.77, 0.19, -0.17], [-0.72, 0.57, -0.39], [0.28, -0.87, 0.87], [0.17, 0.89, -0.40], [-1.14, 1.40, -0.14], [0.40, 1.17, 1.17], [-0.90, -1.68, -0.17], [1.99, -1.77, -0.29], [-0.01, 0.42, 0.03], [-0.06, 0.01, 0.39], [0.17, 0.46, 0.08], [0.18, 0.63, -0.87], [-1.16, -0.79, -0.65]]
}


Record 3
{
  "formula": "C4H5N2P",
  "method": "ωB97M-V/def2-TZVPD",
  "total_energy_ev": -16491.9544,
  "relative_energy_ev": 1.519,
  "s_squared": 2.007,
  "mol_weight_g_mol": 112.1,
  "total_charge": 0,
  "homo_lumo_gap_ev": [7.8, 5.7],
  "multiplicity": 3,
  "e_homo_ha": [-0.257, -0.325],
  "species": ["C", "C", "C", "C", "N", "N", "P", "H", "H", "H", "H", "H"],
  "coordinates": [[-0.950, -1.215, -0.872], [-1.894, 0.402, 0.106], [-0.101, -0.165, -0.933], [2.360, -0.085, 0.813], [-2.097, -0.820, -0.239], [-0.708, 0.892, -0.269], [2.079, 0.053, -0.790], [-0.944, -2.203, -1.237], [-2.507, 1.027, 0.816], [3.336, 0.288, 1.010], [1.821, -0.101, 1.729], [-0.393, 1.926, -0.133]],
  "forces_ev_per_a": [[-0.70, 0.52, 0.09], [-1.94, 2.22, 2.32], [5.16, 1.35, 0.49], [1.15, -0.36, 6.36], [-0.68, -0.54, 0.23], [0.97, 1.75, -0.01], [-4.38, -0.19, -7.91], [0.67, -0.77, -0.44], [0.26, -0.89, -1.23], [1.01, 0.29, 0.30], [-0.91, -0.34, 0.31], [-0.61, -3.03, -0.51]]
}